12
Properties=species:S:1:pos:R:3 method="wB97M-V/def2-TZVPD" energy_ha=-2934.00566 spin_multiplicity=1 homo_energy_ev=-9.570 lumo_energy_ev=-0.21 smiles="[H]/N=C1/C(=O)OC[C@H]1Br"
H -0.940 2.585 -0.328
N 0.081 2.218 -0.226
C 0.341 1.043 -0.069
C 1.573 0.321 0.258
O 2.667 0.834 0.366
O 1.254 -0.957 0.609
C -0.044 -1.431 0.309
C -0.879 -0.234 -0.376
Br -2.571 0.237 0.249
H -0.679 -1.895 1.117
H 0.025 -2.240 -0.419
H -0.828 -0.481 -1.491

12
Properties=species:S:1:pos:R:3 method="wB97M-V/def2-TZVPD" energy_ha=-524.80210 charge=+1 spin_multiplicity=1 homo_energy_ev=-14.164 lumo_energy_ev=-4.48 smiles="I[C@@H]1C=NC[NH2+]1"
I 0.393 -2.590 1.230
C 0.548 -0.910 -0.117
C 1.270 0.271 0.610
N 0.534 1.332 0.602
C -0.633 1.303 -0.085
N -0.744 -0.387 -0.454
H 0.966 -1.368 -0.964
H 2.239 0.248 0.995
H -1.521 1.751 0.479
H -0.633 1.756 -1.033
H -1.389 -0.944 0.090
H -1.030 -0.463 -1.353

Copy entry 2 word for word.
12
Properties=species:S:1:pos:R:3 method="wB97M-V/def2-TZVPD" energy_ha=-524.80210 charge=+1 spin_multiplicity=1 homo_energy_ev=-14.164 lumo_energy_ev=-4.48 smiles="I[C@@H]1C=NC[NH2+]1"
I 0.393 -2.590 1.230
C 0.548 -0.910 -0.117
C 1.270 0.271 0.610
N 0.534 1.332 0.602
C -0.633 1.303 -0.085
N -0.744 -0.387 -0.454
H 0.966 -1.368 -0.964
H 2.239 0.248 0.995
H -1.521 1.751 0.479
H -0.633 1.756 -1.033
H -1.389 -0.944 0.090
H -1.030 -0.463 -1.353